Here is a cluster of 3 separate species, C4H12O2 in total at a distorted geometry from the Open Molecules 2025 dataset. Energies are from wB97M-V/def2-TZVPD.

XYZ file:
```
18
Properties=species:S:1:pos:R:3:nbo_charge:R:1
C -1.627 -1.969 -1.194 -0.64
C -0.945 -1.039 -0.231 -0.20
C 0.291 -1.165 0.262 -0.20
C 0.951 -0.452 1.416 -0.66
H -2.224 -1.389 -1.888 0.22
H -0.939 -2.620 -1.727 0.22
H -2.318 -2.608 -0.637 0.22
H -1.450 -0.100 0.003 0.20
H 0.846 -2.046 -0.070 0.18
H 0.176 -0.011 2.042 0.23
H 1.632 -1.130 1.918 0.22
H 1.539 0.421 1.111 0.23
H 0.264 0.754 -0.958 0.49
H 0.267 1.752 -2.109 0.48
O 0.431 1.695 -1.163 -0.98
H 0.842 2.795 0.512 0.49
H 1.505 3.855 1.366 0.46
O 0.758 3.259 1.347 -0.96
```

Values from the calculation:
- total charge = 0
- HOMO level (eV) = -9.5
- ΔE to the lowest compared entry with this formula, charge and spin (kJ/mol) = 49.6
- HOMO-LUMO gap (eV) = 10.279
- spin multiplicity = 1

Here is a cluster of 2 separate species, C4H12O2 in total at a distorted geometry from the Open Molecules 2025 dataset. Energies are from wB97M-V/def2-TZVPD.

XYZ file:
```
18
Properties=species:S:1:pos:R:3:nbo_charge:R:1
O 1.045 -1.780 -2.319 -0.72
C 1.643 -2.161 -4.536 -0.62
C 1.025 -2.786 -3.345 -0.07
H 1.995 -1.702 -2.091 0.46
H 0.963 -1.339 -4.814 0.21
H 1.711 -2.864 -5.383 0.21
H 2.645 -1.740 -4.348 0.20
H 0.050 -3.211 -3.652 0.19
H 1.691 -3.630 -3.078 0.15
O -0.135 2.121 3.014 -0.72
C -1.775 2.537 4.698 -0.63
C -1.524 2.388 3.159 -0.06
H -0.070 1.711 2.127 0.47
H -2.776 2.880 5.011 0.21
H -1.033 3.293 5.005 0.21
H -1.549 1.591 5.216 0.21
H -2.039 1.470 2.817 0.15
H -1.868 3.224 2.520 0.16
```

Values from the calculation:
- total charge = 0
- HOMO level (eV) = -10.3
- ΔE to the lowest compared entry with this formula, charge and spin (kJ/mol) = 103.1
- HOMO-LUMO gap (eV) = 11.012
- spin multiplicity = 1

Here is a cluster of 2 separate species, C4H12O2 in total at a distorted geometry from the Open Molecules 2025 dataset. Energies are from wB97M-V/def2-TZVPD.

XYZ file:
```
18
Properties=species:S:1:pos:R:3:nbo_charge:R:1
C 0.764 0.795 -2.515 -0.07
O 0.974 -0.265 -3.492 -0.78
C -0.614 1.485 -2.464 -0.64
H 1.257 0.283 -1.640 0.21
H 1.341 1.578 -3.071 0.17
H 0.286 -0.505 -4.171 0.47
H -0.343 2.136 -1.623 0.22
H -0.869 2.029 -3.290 0.21
H -1.483 0.965 -1.982 0.21
C -0.110 -0.331 2.469 -0.04
O 0.777 -0.470 1.432 -0.72
C -0.390 -1.566 3.362 -0.65
H 0.252 0.591 3.053 0.17
H -1.232 0.009 2.232 0.13
H 0.732 -1.272 0.951 0.47
H -1.146 -2.251 2.899 0.21
H 0.560 -2.125 3.619 0.21
H -0.757 -1.086 4.231 0.22
```

Values from the calculation:
- total charge = 0
- HOMO level (eV) = -9.8
- ΔE to the lowest compared entry with this formula, charge and spin (kJ/mol) = 213.1
- HOMO-LUMO gap (eV) = 10.609
- spin multiplicity = 1

Here is a cluster of 2 separate species, C4H12O2S in total at a distorted geometry from the Open Molecules 2025 dataset. Energies are from wB97M-V/def2-TZVPD.

XYZ file:
```
19
Properties=species:S:1:pos:R:3:nbo_charge:R:1
O -3.041 -0.144 -4.899 -0.77
S 0.773 -0.880 -1.371 0.19
C 0.000 0.000 0.000 -0.76
C -2.399 -1.130 -4.066 -0.05
C -0.604 -1.475 -2.359 -0.53
C -1.124 -0.528 -3.394 -0.44
H -3.804 -0.538 -5.370 0.49
H -0.379 0.914 -0.487 0.21
H 0.800 0.283 0.704 0.23
H -0.823 -0.462 0.570 0.21
H -2.068 -1.956 -4.723 0.15
H -3.134 -1.544 -3.349 0.15
H -0.147 -2.392 -2.780 0.23
H -1.307 -1.785 -1.562 0.21
H -1.272 0.505 -3.024 0.22
H -0.270 -0.515 -4.098 0.21
O -4.928 -1.150 -6.248 -0.94
H -5.586 -1.882 -6.257 0.49
H -5.255 -0.516 -6.925 0.49
```

Values from the calculation:
- total charge = 0
- HOMO level (eV) = -8.2
- ΔE to the lowest compared entry with this formula, charge and spin (kJ/mol) = 63.0
- HOMO-LUMO gap (eV) = 8.486
- spin multiplicity = 1

Here is a cluster of 2 separate species, C4H12O2S in total at a distorted geometry from the Open Molecules 2025 dataset. Energies are from wB97M-V/def2-TZVPD.

XYZ file:
```
19
Properties=species:S:1:pos:R:3:nbo_charge:R:1
O 0.793 -0.555 0.662 -0.55
S -1.944 -0.204 -0.629 0.20
C 1.823 0.428 0.467 -0.25
C -1.654 1.547 -0.495 -0.76
C 0.488 -1.382 -0.418 -0.08
C -0.365 -0.662 -1.380 -0.56
H 1.453 1.160 -0.270 0.17
H 2.763 -0.009 0.089 0.18
H 2.035 0.956 1.412 0.22
H -0.665 1.687 -0.027 0.21
H -2.404 2.102 0.094 0.24
H -1.624 1.968 -1.514 0.21
H 1.362 -1.703 -1.016 0.17
H -0.036 -2.293 -0.071 0.21
H 0.175 0.242 -1.724 0.22
H -0.530 -1.311 -2.261 0.23
O -0.281 -0.717 2.646 -0.99
H -0.142 -0.690 1.672 0.47
H -1.246 -0.564 2.763 0.45
```

Values from the calculation:
- total charge = 0
- HOMO level (eV) = -8.7
- ΔE to the lowest compared entry with this formula, charge and spin (kJ/mol) = 126.1
- HOMO-LUMO gap (eV) = 9.492
- spin multiplicity = 1

Here is a cluster of 2 separate species, C4H12O2S2 in total at a distorted geometry from the Open Molecules 2025 dataset. Energies are from wB97M-V/def2-TZVPD.

XYZ file:
```
20
Properties=species:S:1:pos:R:3:nbo_charge:R:1
C -0.850 1.798 -0.802 -0.87
S 0.873 2.152 -0.892 1.26
O 1.177 2.665 -2.290 -0.96
C 0.929 3.680 0.123 -0.81
H -1.666 2.326 -1.340 0.25
H -1.224 1.672 0.106 0.23
H -0.995 0.684 -0.996 0.22
H 1.950 3.912 0.070 0.24
H 0.820 3.791 1.246 0.23
H 0.668 4.441 -0.283 0.20
C -0.555 -1.496 0.968 -0.81
S 0.890 -2.518 0.813 1.22
O 1.105 -3.111 2.235 -0.95
C 0.049 -3.747 -0.264 -0.87
H -0.775 -0.985 -0.041 0.22
H -0.372 -0.978 1.777 0.23
H -1.376 -2.079 1.333 0.24
H 0.665 -4.343 -1.038 0.24
H -0.669 -3.327 -0.947 0.23
H -0.643 -4.538 0.220 0.25
```

Values from the calculation:
- total charge = 0
- HOMO level (eV) = -9.3
- ΔE to the lowest compared entry with this formula, charge and spin (kJ/mol) = 473.4
- HOMO-LUMO gap (eV) = 9.902
- spin multiplicity = 1

Here is a cluster of 3 separate species, C4H12O3 in total at a distorted geometry from the Open Molecules 2025 dataset. Energies are from wB97M-V/def2-TZVPD.

XYZ file:
```
19
Properties=species:S:1:pos:R:3:nbo_charge:R:1
C 1.796 2.140 0.476 -0.65
C -1.994 1.343 0.093 -0.10
O -2.383 1.435 1.509 -0.71
C -0.662 1.786 -0.286 -0.25
C 0.341 1.745 0.620 -0.16
H 2.020 3.135 1.054 0.22
H 2.404 1.323 0.765 0.22
H 2.174 2.277 -0.548 0.21
H -2.181 0.297 -0.198 0.16
H -2.652 2.042 -0.525 0.19
H -1.770 0.876 1.956 0.46
H -0.493 1.958 -1.392 0.21
H 0.140 1.494 1.694 0.18
H 2.507 -6.013 -1.586 0.46
H 2.503 -4.864 -2.358 0.46
O 2.146 -5.721 -2.430 -0.92
H -1.846 -1.581 0.831 0.45
H -0.961 -1.670 -0.288 0.46
O -1.091 -2.001 0.611 -0.91
```

Values from the calculation:
- total charge = 0
- HOMO level (eV) = -9.5
- ΔE to the lowest compared entry with this formula, charge and spin (kJ/mol) = 196.0
- HOMO-LUMO gap (eV) = 10.152
- spin multiplicity = 1